C6H16I2N2Si | ωB97M-V/def2-TZVPD

Structure (XYZ):
```
27
Properties=species:S:1:pos:R:3:forces:R:3:lowdin_charge:R:1
C -1.122 -1.641 2.779 -0.0834 0.3288 0.0094 -0.115
C 1.049 2.314 -0.942 0.1060 -0.0814 -0.0063 -0.085
C -2.602 -0.242 0.634 -0.0117 -0.2847 -0.2925 -0.219
C 1.027 -0.048 -3.046 -0.0394 -0.0838 -0.4875 -0.154
C -1.109 -0.128 2.526 0.3801 -0.4669 0.2062 -0.385
C 2.106 1.285 -1.328 0.2485 0.5754 0.2527 -0.335
N -1.431 0.313 1.213 1.7303 -0.0075 -1.0953 -0.084
N 1.535 0.011 -1.698 -0.4031 -0.7191 0.6181 -0.413
Si 1.002 -1.018 -0.447 -1.0473 0.2877 0.6445 -0.184
I 0.250 -3.186 -1.376 0.0460 0.3681 0.2043 0.414
I 2.844 -1.396 1.156 -0.2957 0.0918 -0.0932 0.418
H -0.520 -2.138 2.018 0.0680 -0.0834 -0.0876 0.025
H -0.695 -1.855 3.755 0.0258 -0.0812 0.1231 0.069
H -2.132 -2.044 2.749 -0.0437 -0.0911 -0.0195 0.064
H 1.522 3.224 -0.586 0.0402 0.1516 0.0337 0.074
H 0.420 2.568 -1.791 -0.1226 0.0584 -0.1025 0.066
H 0.410 1.915 -0.154 -0.0766 0.0140 0.0917 0.047
H -2.750 0.208 -0.348 -0.1390 -0.0695 0.0003 0.068
H -2.580 -1.333 0.521 -0.0808 -0.1111 -0.0137 0.063
H -3.474 -0.014 1.260 -0.1352 0.0667 0.1075 0.088
H 0.281 -0.831 -3.158 0.0279 0.0041 -0.0500 0.018
H 0.568 0.899 -3.332 -0.0720 0.0403 -0.0143 0.083
H 1.850 -0.255 -3.736 -0.0543 0.0155 -0.0876 0.093
H -1.820 0.341 3.228 -0.0342 0.0793 -0.0086 0.118
H -0.114 0.272 2.761 -0.1864 -0.0266 0.1073 0.092
H 2.700 1.646 -2.173 0.0987 -0.0239 0.0488 0.120
H 2.786 1.133 -0.486 0.0538 0.0485 -0.0888 0.054
```
Positions in Å, forces in eV/Å.

- energy relative to the best compared isomer or geometry (same formula, charge and spin) (kcal per mole) = 0.0
- charge = 0
- LUMO level (eV) = -1.64
- energy (Eh) = -1232.5669
- maximum force (eV Å⁻¹) = 2.0
- HOMO (eV) = -7.06